Density functional theory data (ωB97M-V/def2-TZVPD) for a molecular structure, C2H4CeO at a distorted geometry.

energy above the lowest of the compared OMol25 structures with the same formula, charge and spin: 0.00 kcal per mole
HOMO (spin up / spin down): -18.2 / -20.0 eV
charge: +2
maximum force: 5.0 eV/A
multiplicity: 3
lowest unoccupied orbital energy (spin up / spin down): -11.089 / -11.140 eV

Cartesian coordinates (Å):
1 O 1.37 0.82 0.38
2 Ce 2.37 -0.76 -0.73
3 C -0.22 0.67 0.11
4 C -0.71 -0.70 0.03
5 H -0.58 1.16 1.03
6 H -0.39 1.24 -0.82
7 H -0.89 -1.28 0.94
8 H -0.96 -1.15 -0.94